[1]
Formula: C19H62O12
Source: the OMol25 dataset
Level of theory: ωB97M-V with the def2-TZVPD basis set

**Spin multiplicity**: 2
**LUMO (spin up / spin down)**: -2.3 / -9.3 eV
**Highest occupied orbital energy (spin up / spin down)**: -0.428 / -0.428 Eh
**Total energy**: -1663.45012 Ha
**Strongest force on any atom**: 3.0 eV/A
**Molar mass**: 482.7 g/mol
**Total charge**: +1

Geometry as XYZ:
```
93
Properties=species:S:1:pos:R:3:forces:R:3:lowdin_spin:R:1
C -12.599 1.273 -24.172 0.33 0.35 0.43 0.004
O -13.050 2.484 -23.623 0.15 0.32 -1.03 0.008
H -11.950 0.813 -23.427 0.18 -0.57 -0.17 0.000
H -13.415 0.620 -24.482 -0.24 -0.28 0.12 0.002
H -12.027 1.488 -25.074 0.12 0.02 0.07 0.001
H -13.415 2.358 -22.744 -0.49 0.01 0.57 0.000
C -14.690 2.068 -20.146 -0.11 1.50 1.13 0.000
O -14.685 2.448 -21.491 0.58 -1.24 -0.80 0.001
H -15.694 1.828 -19.797 -0.01 -0.65 -0.05 0.000
H -13.926 1.333 -19.892 -0.24 -0.22 -0.43 0.000
H -14.424 2.963 -19.583 0.21 -0.06 0.48 0.000
H -15.319 3.157 -21.620 -0.46 0.61 -0.30 0.000
C -11.589 5.472 -23.645 0.13 0.36 -0.64 0.000
O -11.951 4.763 -24.834 0.37 0.43 0.20 0.000
H -11.091 6.383 -23.976 -0.04 0.01 -0.05 0.000
H -12.449 5.788 -23.054 -0.19 -0.20 0.07 0.000
H -10.870 4.960 -23.005 -0.08 -0.39 -0.01 0.000
H -12.318 3.910 -24.589 -0.20 -0.14 0.44 0.000
C -9.900 0.709 -27.723 -1.02 0.22 -0.31 0.000
O -10.208 1.245 -28.980 1.20 0.17 -0.54 0.000
H -10.292 1.372 -26.951 0.23 0.02 0.39 0.000
H -10.431 -0.239 -27.630 0.24 -0.49 0.38 0.000
H -8.823 0.584 -27.619 -0.13 -0.03 -0.05 0.000
H -11.135 1.484 -29.051 -0.34 -0.19 -0.04 0.000
C -14.452 -1.318 -21.792 0.38 -0.18 0.50 0.066
O -13.329 -2.128 -21.401 -1.43 1.41 0.34 0.466
H -14.834 -0.773 -20.929 0.16 -0.27 0.04 0.005
H -14.286 -0.629 -22.620 0.66 0.00 -0.05 0.013
H -15.230 -1.983 -22.167 -0.31 -0.49 0.04 0.042
H -12.788 -2.303 -22.174 0.77 -0.41 -1.32 -0.003
C -13.947 2.334 -27.162 1.13 0.46 -0.13 0.000
C -12.991 2.928 -28.254 -1.18 -0.27 -0.09 0.000
O -12.785 1.943 -29.279 0.30 0.22 0.24 0.000
H -14.102 3.023 -26.333 -0.14 0.20 -0.11 0.000
H -13.519 1.436 -26.716 0.30 -0.03 -0.18 0.000
H -14.908 2.005 -27.558 -0.05 0.39 -0.30 0.000
H -12.008 3.296 -27.957 0.15 -0.81 0.66 0.000
H -13.356 3.855 -28.697 -0.76 -0.10 -0.08 0.000
H -13.602 1.697 -29.719 -0.12 0.20 0.06 0.000
C -9.912 -1.849 -22.759 1.15 -0.48 -0.51 0.007
C -10.673 -1.916 -24.069 -0.10 0.79 1.57 0.065
O -11.986 -2.377 -23.794 0.67 -0.06 0.89 0.255
H -10.090 -0.979 -22.127 -0.59 0.05 -0.18 0.004
H -8.849 -1.770 -22.987 0.07 0.01 -0.11 0.001
H -10.000 -2.768 -22.179 -0.27 -0.02 0.00 0.001
H -10.198 -2.424 -24.909 0.02 -0.75 0.11 0.025
H -10.754 -0.913 -24.489 -0.16 0.62 -0.12 0.033
H -12.469 -2.289 -24.619 -0.88 0.08 -1.39 0.002
C -14.731 -1.319 -27.724 -0.30 1.20 0.07 0.000
C -14.419 -1.687 -26.278 -1.53 -0.39 -1.57 0.000
O -13.035 -1.774 -26.214 1.60 -0.26 1.30 -0.001
H -14.447 -2.061 -28.471 -0.47 -0.56 0.30 0.000
H -14.104 -0.478 -28.021 0.02 0.32 0.29 0.000
H -15.759 -0.970 -27.821 -0.10 -0.40 -0.32 0.000
H -14.889 -2.647 -26.064 -0.02 -0.23 0.23 0.000
H -14.826 -0.980 -25.555 0.38 0.30 -0.09 0.000
H -12.775 -2.287 -26.983 0.38 -0.06 -0.11 0.000
C -15.431 6.696 -22.875 -0.16 0.20 -0.40 0.000
C -15.702 5.286 -23.355 -0.29 0.59 -0.78 0.000
O -16.314 4.555 -22.312 0.21 -1.26 0.51 0.000
H -16.326 7.148 -22.446 -0.19 -0.28 0.17 0.000
H -15.216 7.359 -23.713 0.57 -0.07 0.03 0.000
H -14.660 6.704 -22.104 0.10 0.15 -0.19 0.000
H -14.832 4.754 -23.739 0.48 -0.08 0.82 0.000
H -16.293 5.260 -24.270 -0.69 0.33 0.11 0.000
H -17.257 4.715 -22.225 0.04 0.29 -0.24 0.000
C -16.719 1.180 -24.266 0.69 0.47 0.32 0.000
C -18.120 1.568 -23.823 0.22 -0.28 0.49 0.000
O -19.061 0.617 -24.278 -0.43 0.28 -0.45 0.000
H -16.670 1.047 -25.347 -0.07 -0.07 0.01 0.000
H -16.322 0.299 -23.762 -0.53 -0.62 -0.04 0.000
H -15.943 1.885 -23.970 -0.21 0.63 -0.15 0.000
H -18.400 2.566 -24.161 -0.09 -0.23 -0.62 0.000
H -18.229 1.665 -22.743 0.45 -0.16 0.35 0.000
H -18.813 -0.256 -23.964 0.05 0.01 0.10 0.000
C -9.991 2.066 -20.597 0.56 -0.22 0.49 0.000
C -10.945 1.109 -19.933 0.38 0.28 -0.13 0.000
O -11.437 1.780 -18.803 -0.87 0.46 0.33 0.000
H -10.550 2.983 -20.783 0.14 0.07 -0.11 0.000
H -9.584 1.674 -21.529 -0.02 0.00 -0.02 0.000
H -9.186 2.271 -19.891 0.16 0.23 -0.21 0.000
H -10.528 0.189 -19.524 0.39 -0.36 -0.84 0.000
H -11.685 0.943 -20.715 -0.74 -0.60 0.19 0.000
H -12.014 1.174 -18.331 -0.03 0.08 0.25 0.000
C -8.080 3.235 -23.919 0.18 0.17 -0.77 0.000
C -8.717 2.129 -24.822 1.57 0.29 2.51 0.000
O -8.668 0.908 -24.009 -1.14 0.00 -0.69 0.003
H -8.518 3.361 -22.929 -0.55 -0.25 -0.23 0.000
H -8.068 4.211 -24.403 -0.23 0.03 -0.13 0.000
H -7.029 3.039 -23.707 0.17 -0.36 -0.23 0.000
H -8.106 1.944 -25.705 -0.32 0.34 -0.18 0.000
H -9.752 2.392 -25.043 0.10 -0.39 -0.04 0.000
H -7.787 0.809 -23.641 0.16 0.23 -0.13 0.000
```
Forces are in eV/Å.

[2]
Formula: C19H68N14O15
Source: the OMol25 dataset
Level of theory: ωB97M-V with the def2-TZVPD basis set

**LUMO**: -0.1 eV
**Highest occupied orbital energy**: -0.315 Eh
**Total energy**: -2659.77155 Ha
**Strongest force on any atom**: 8.7 eV/A
**Molar mass**: 732.8 g/mol
**Total charge**: 0
**Energy relative to the best compared isomer or geometry (same formula, charge and spin)**: 30.5 kcal/mol

Geometry as XYZ:
```
116
Properties=species:S:1:pos:R:3:forces:R:3:mulliken_charge:R:1
C 5.029 14.117 -7.060 0.96 0.80 1.37 -0.714
C 6.156 15.163 -6.871 -1.82 0.97 0.25 0.450
O 6.676 15.507 -8.127 0.48 -1.14 -1.68 -0.635
H 4.585 14.066 -6.059 -0.49 -0.24 -0.68 -0.360
H 5.466 13.138 -7.247 -0.09 -0.10 -0.31 0.616
H 4.302 14.407 -7.835 0.31 -0.06 0.42 0.259
H 6.966 14.852 -6.230 0.13 -0.48 0.46 0.604
H 5.803 16.151 -6.474 0.10 -1.06 -0.08 -0.555
H 6.881 14.647 -8.542 0.09 0.73 -0.16 0.294
C 2.703 18.750 -5.149 2.45 0.01 0.14 1.702
C 3.645 17.478 -5.105 -3.04 1.98 -0.15 -0.842
O 3.084 16.558 -6.015 0.30 -1.00 0.26 1.574
H 1.725 18.650 -4.751 -0.86 -0.79 0.42 -1.308
H 2.583 19.141 -6.160 0.25 -0.05 -0.04 -0.190
H 3.167 19.493 -4.503 0.03 0.33 -0.14 -0.206
H 3.546 17.057 -4.141 0.41 -0.32 1.34 0.886
H 4.659 17.675 -5.365 0.85 0.41 0.01 -0.089
H 3.604 16.751 -6.786 -0.08 -0.27 -1.65 -1.002
C 6.220 20.371 -4.215 -2.17 -1.42 0.02 -1.075
C 5.710 21.007 -5.472 0.85 -0.03 0.16 1.867
O 6.267 22.274 -5.478 -0.10 2.33 -0.59 -0.639
H 7.247 20.127 -4.245 1.04 -0.06 -0.31 0.272
H 5.671 19.433 -4.184 0.21 -0.47 0.75 0.073
H 6.044 20.935 -3.302 -0.10 0.14 -0.02 0.458
H 4.659 21.033 -5.709 -0.88 0.03 0.92 -1.009
H 6.039 20.470 -6.330 0.93 -0.62 -0.59 -0.141
H 5.567 22.870 -5.181 0.36 0.20 -0.17 0.406
C 1.517 15.441 -8.833 1.78 1.84 1.16 -0.523
C 1.372 14.072 -8.276 -3.01 1.95 -0.73 -0.324
O 0.951 13.253 -9.319 1.40 -2.19 -0.26 -0.590
H 2.361 15.547 -9.534 -0.51 -0.28 -0.10 0.232
H 1.725 16.199 -8.050 0.00 -0.61 -0.22 -0.352
H 0.605 15.805 -9.233 -0.83 0.19 -0.87 0.724
H 0.540 14.094 -7.583 -0.24 0.13 0.79 0.160
H 2.189 13.818 -7.713 2.24 -1.60 0.70 0.247
H 0.186 13.675 -9.667 -0.88 0.34 -0.58 0.369
C 3.120 18.762 -0.627 -0.63 -0.65 -6.26 -0.051
O 3.077 18.183 -1.896 0.39 2.81 5.62 -0.482
N 3.081 20.062 -0.387 0.09 1.05 1.13 -0.110
N 3.061 18.019 0.428 -0.88 -5.91 3.38 -0.376
H 3.178 20.741 -1.107 0.36 -0.09 -0.70 0.146
H 3.133 20.495 0.534 -0.02 -0.88 -0.20 0.208
H 2.938 16.944 0.219 0.56 3.03 0.69 0.385
H 2.877 18.302 1.434 0.49 -0.18 -2.22 0.199
C -0.432 16.754 -6.141 2.32 4.90 -4.85 -0.049
O -0.007 17.673 -7.059 -2.32 -4.02 4.55 -0.578
N 0.423 16.080 -5.374 1.26 -3.32 -0.69 0.545
N -1.682 16.555 -5.928 -4.26 0.74 -0.36 -0.210
H 1.370 16.333 -5.707 0.14 -0.95 0.04 -0.946
H 0.197 15.021 -5.202 0.84 2.63 -0.41 0.513
H -2.347 17.300 -6.333 1.33 -2.16 0.92 0.439
H -1.960 15.823 -5.255 -0.19 1.12 -0.45 0.267
C -0.217 16.800 -2.060 -4.67 -3.50 -0.91 0.232
O -1.381 16.085 -2.163 5.38 3.51 0.01 -0.783
N 0.083 17.496 -0.983 -1.59 1.73 3.73 -0.297
N 0.761 16.831 -2.946 0.65 -0.03 -2.63 1.094
H -0.719 17.626 -0.339 1.18 -0.31 -0.45 0.261
H 1.016 17.781 -0.672 -0.72 -0.34 -0.65 0.165
H 0.570 16.532 -3.970 -0.10 0.66 1.78 -0.329
H 1.618 17.381 -2.803 -0.53 0.02 0.49 -0.695
C 1.648 19.939 -9.023 5.34 4.59 -4.69 0.565
O 2.606 20.649 -9.693 -3.91 -2.71 2.78 -0.806
N 0.514 20.436 -8.683 -4.38 6.26 -0.42 -0.477
N 1.709 18.728 -8.710 3.35 -6.35 1.58 -0.172
H 0.315 21.415 -9.097 0.13 -2.44 1.00 0.327
H -0.212 19.948 -8.163 0.15 0.00 -0.32 0.251
H 2.667 18.297 -8.806 -2.05 0.34 -0.02 0.292
H 1.103 18.300 -7.961 0.61 0.48 -1.16 0.374
C 8.144 18.246 -6.681 -6.36 -0.75 4.11 0.266
O 7.039 18.155 -5.907 4.36 0.12 -2.93 -0.486
N 8.228 17.615 -7.813 0.91 -1.52 -2.62 -0.224
N 9.144 19.022 -6.325 2.67 1.13 2.06 -0.487
H 7.654 16.761 -8.008 0.30 0.98 0.18 0.338
H 9.124 17.677 -8.301 -0.64 -0.14 0.12 0.188
H 9.160 19.175 -5.276 0.26 -0.02 -2.14 0.301
H 10.041 18.834 -6.825 -1.01 0.54 1.13 0.209
C 3.572 22.691 -2.266 -5.72 2.95 0.28 0.404
O 2.618 23.472 -1.859 2.69 -2.65 -0.31 -0.729
N 4.662 23.188 -2.706 5.85 4.45 -0.71 -0.282
N 3.465 21.444 -2.618 -2.04 -3.24 -0.05 0.526
H 4.639 24.198 -2.558 0.59 -0.34 -0.10 0.245
H 5.610 22.766 -2.780 -1.49 0.22 0.12 0.264
H 2.508 21.021 -2.576 1.01 -0.13 -0.90 -0.641
H 4.201 21.070 -3.203 -0.57 -0.32 0.13 -0.041
C 2.556 13.578 -3.155 -0.25 -8.48 1.84 0.238
O 2.664 12.221 -2.765 0.41 6.80 -1.83 -0.767
N 1.492 14.231 -2.869 -5.83 2.00 3.56 -0.117
N 3.296 14.203 -4.020 5.64 0.52 -2.91 -0.098
H 0.802 13.868 -2.152 1.52 -0.18 -1.40 0.282
H 1.280 15.264 -2.913 1.26 -1.35 -0.34 0.499
H 4.248 13.789 -4.240 -2.03 0.52 0.64 0.172
H 3.202 15.151 -4.423 -0.46 -1.11 0.74 -0.215
C 4.750 18.772 -8.403 1.21 0.64 0.67 -0.321
O 4.045 17.495 -8.461 2.07 -0.41 -0.18 -0.641
H 4.291 19.412 -7.629 -0.05 -0.62 -0.31 -0.137
H 4.628 19.304 -9.327 -0.24 0.19 -0.51 0.625
H 5.853 18.748 -8.161 -1.21 -0.74 -0.13 -0.007
H 4.525 16.913 -9.096 -0.43 0.63 0.69 0.173
C 0.434 21.462 -1.862 -2.83 -1.87 0.91 -1.093
O 0.911 20.366 -2.646 -0.11 -0.44 -0.12 0.339
H -0.677 21.286 -1.625 1.41 0.55 -0.45 0.148
H 0.613 22.418 -2.277 0.14 0.59 -1.00 0.410
H 0.949 21.446 -0.938 0.45 0.18 1.21 0.426
H 0.671 19.513 -2.214 0.24 0.96 -0.32 -0.223
C -1.124 19.815 -5.101 1.40 -0.85 -0.65 -0.278
O -1.349 20.564 -6.273 -0.61 -0.49 -0.04 -0.632
H -1.178 20.368 -4.198 -0.15 0.99 0.84 0.480
H -0.112 19.320 -5.092 -0.96 0.40 -0.14 -0.170
H -1.863 19.033 -5.022 -0.35 -0.22 -0.15 0.334
H -0.598 21.140 -6.462 0.22 0.46 0.40 0.408
C 1.605 22.030 -5.472 1.50 -0.48 -0.52 0.263
O 0.880 22.189 -6.670 -0.58 1.00 0.15 -0.765
H 1.538 22.963 -4.903 -0.06 -0.20 -0.06 0.333
H 2.715 21.831 -5.691 -1.45 0.24 0.38 0.060
H 1.190 21.195 -4.900 0.28 0.16 0.21 -0.423
H 1.056 21.551 -7.375 0.61 -0.25 0.27 0.304
```
Forces are in eV/Å.

Q: Among the records above, which one has the highest strongest force on any atom?
A: C19H68N14O15